i) Formula: C5H10O2
Source: the Open Molecules 2025 dataset
Level of theory: the ωB97M-V functional and the def2-TZVPD basis

LUMO energy (eV): 1.0
E_HOMO (eV): -10.09
Multiplicity: 1

Each line ends with the natural charge from an NBO analysis.
Positions of all 17 atoms, in Å:
1 C -2.19624 -0.20587 -0.16686  -0.6293
2 C -0.76563 -0.57073 -0.54837  0.1007
3 O -0.29609 0.26565 -1.58894  -0.7304
4 C 0.15882 -0.55868 0.68846  -0.4315
5 C 1.62394 -0.25749 0.37011  -0.5202
6 C 1.91106 1.21107 0.18849  0.4669
7 O 1.07022 2.07480 0.05768  -0.5584
8 H -2.59259 -0.87178 0.60899  0.2077
9 H -2.22507 0.82081 0.22123  0.2051
10 H -2.84598 -0.25822 -1.04516  0.2194
11 H -0.75390 -1.57840 -0.98260  0.1697
12 H -0.20877 1.15549 -1.21185  0.4804
13 H -0.19691 0.19181 1.40668  0.2097
14 H 0.08956 -1.53097 1.19164  0.2168
15 H 1.95208 -0.76289 -0.54982  0.2499
16 H 2.29066 -0.61543 1.16705  0.2289
17 H 2.98484 1.49085 0.19328  0.1145

=====

ii) Formula: C5H10O2
Source: the Open Molecules 2025 dataset
Level of theory: the ωB97M-V functional and the def2-TZVPD basis

LUMO energy (eV): 1.1
E_HOMO (eV): -10.18
Multiplicity: 1

Each line ends with the natural charge from an NBO analysis.
Positions of all 17 atoms, in Å:
1 C 1.86900 -0.37361 -1.47200  -0.6095
2 C 0.35430 -0.26350 -1.33461  -0.4151
3 C -0.11492 -0.30229 0.09634  0.1045
4 C -1.59522 -0.00394 0.35022  -0.4774
5 C -1.08531 1.19957 1.14803  0.3777
6 O -1.00130 1.05877 2.52360  -0.7217
7 O 0.27509 0.92734 0.75611  -0.5575
8 H 2.17118 -0.29444 -2.52079  0.2129
9 H 2.36970 0.42337 -0.91287  0.2174
10 H 2.23354 -1.33445 -1.09198  0.2020
11 H 0.00400 0.68387 -1.76357  0.2042
12 H -0.14696 -1.07176 -1.87545  0.2040
13 H 0.26129 -1.20329 0.61072  0.1765
14 H -2.15271 -0.73488 0.93426  0.2273
15 H -2.13644 0.26975 -0.55719  0.2120
16 H -1.45935 2.19601 0.86719  0.1533
17 H -0.06693 0.79375 2.44762  0.4893

=====

iii) Formula: C5H10O2
Source: the Open Molecules 2025 dataset
Level of theory: the ωB97M-V functional and the def2-TZVPD basis

LUMO energy (eV): 0.7
E_HOMO (eV): -8.15
Multiplicity: 1

Each line ends with the natural charge from an NBO analysis.
Positions of all 17 atoms, in Å:
1 C 1.50504 -0.03424 1.20468  -0.5143
2 C 0.53633 -0.51461 0.40292  -0.1696
3 C 0.41655 -0.08920 -1.28141  0.5281
4 C 1.28401 1.03041 -1.81971  -0.7293
5 O -0.10770 -0.90605 -2.02684  -0.5537
6 H 1.74200 1.02055 1.25133  0.1941
7 H 2.07842 -0.71407 1.82364  0.2092
8 H 0.31186 -1.57668 0.40697  0.2034
9 H 2.14287 0.61528 -2.35325  0.2510
10 H 0.68278 1.61610 -2.52104  0.2370
11 H 1.63736 1.69850 -1.03364  0.2258
12 C -2.25555 -0.56203 1.26762  -0.2540
13 O -1.24867 0.33641 0.76372  -0.6817
14 H -3.21799 -0.05207 1.27763  0.1829
15 H -2.30805 -1.44462 0.62694  0.1804
16 H -1.96110 -0.84849 2.27643  0.1955
17 H -1.23816 0.42481 -0.26598  0.4953

=====

iv) Formula: C5H10O2
Source: the Open Molecules 2025 dataset
Level of theory: the ωB97M-V functional and the def2-TZVPD basis

LUMO energy (eV): 0.9
E_HOMO (eV): -9.62
Multiplicity: 1

Each line ends with the natural charge from an NBO analysis.
Positions of all 17 atoms, in Å:
1 C -1.21116 -1.70146 1.63097  -0.6212
2 C -0.67883 -0.36868 1.14533  -0.0637
3 O 0.03035 -0.55826 -0.06671  -0.5317
4 C 0.70085 0.60569 -0.48991  -0.0100
5 C 1.58342 0.26939 -1.68682  -0.6125
6 C -0.28521 1.68908 -0.90672  0.4202
7 O 0.02833 2.84263 -1.07190  -0.5149
8 H -0.39121 -2.38078 1.88102  0.2137
9 H -1.82362 -1.55139 2.52642  0.2138
10 H -1.83102 -2.17326 0.86306  0.2156
11 H -1.51264 0.33625 0.99396  0.1607
12 H -0.01183 0.07765 1.90042  0.1649
13 H 1.32369 1.01280 0.32398  0.1859
14 H 2.05425 1.18522 -2.05608  0.2273
15 H 2.35991 -0.44427 -1.39972  0.2242
16 H 0.98559 -0.17079 -2.49147  0.2160
17 H -1.32088 1.33017 -1.09583  0.1119

=====

Name the most stable of them. i).

=====

i) Formula: C5H10O2
Source: the Open Molecules 2025 dataset
Level of theory: the ωB97M-V functional and the def2-TZVPD basis

LUMO energy (eV): 0.9
E_HOMO (eV): -9.42
Multiplicity: 1

Each line ends with the natural charge from an NBO analysis.
Positions of all 17 atoms, in Å:
1 C 0.47838 0.89076 -2.36282  -0.4808
2 C 0.36193 0.11570 -1.33085  0.0401
3 C 0.24730 -0.66648 -0.29558  -0.0646
4 C 1.36203 -0.84375 0.69804  -0.6294
5 C -1.01804 -1.42339 -0.00095  -0.6294
6 H 0.84617 0.52472 -3.30944  0.2185
7 H 0.21437 1.93721 -2.32819  0.2174
8 H 2.24069 -0.27377 0.40674  0.2228
9 H 1.63167 -1.89663 0.77125  0.2147
10 H 1.03046 -0.50969 1.68068  0.2304
11 H -1.76478 -1.25408 -0.77263  0.2228
12 H -0.80788 -2.49049 0.06001  0.2147
13 H -1.41935 -1.10177 0.95957  0.2305
14 O -0.77120 2.13459 0.86604  -0.4727
15 O -0.93206 1.36418 2.05009  -0.4754
16 H -0.42814 1.47232 0.23711  0.4751
17 H -1.27155 2.02057 2.67094  0.4653

=====

ii) Formula: C5H10O2
Source: the Open Molecules 2025 dataset
Level of theory: the ωB97M-V functional and the def2-TZVPD basis

LUMO energy (eV): 1.0
E_HOMO (eV): -8.56
Multiplicity: 1

Each line ends with the natural charge from an NBO analysis.
Positions of all 17 atoms, in Å:
1 C 2.20149 -0.05866 -0.38310  -0.6406
2 C 1.35669 -0.66468 0.70026  -0.3020
3 C 0.26858 -1.41458 0.52778  0.1299
4 O -0.34585 -1.72447 -0.64977  -0.6964
5 H 2.14271 1.03453 -0.38190  0.2299
6 H 1.90188 -0.38731 -1.38439  0.1972
7 H 3.25019 -0.34644 -0.24866  0.2147
8 H 1.65558 -0.47593 1.72823  0.2068
9 H -0.26728 -1.85565 1.36449  0.1774
10 H 0.02457 -1.15889 -1.34252  0.4851
11 C -1.91060 0.88685 0.62951  -0.7336
12 C -1.49628 1.18074 -0.78227  0.4601
13 O -0.35627 1.23679 -1.18368  -0.5517
14 H -2.63429 1.63678 0.96464  0.2311
15 H -1.04518 0.85266 1.29239  0.2424
16 H -2.41333 -0.08886 0.64097  0.2462
17 H -2.33263 1.34713 -1.49196  0.1034

=====

iii) Formula: C5H10O2
Source: the Open Molecules 2025 dataset
Level of theory: the ωB97M-V functional and the def2-TZVPD basis

LUMO energy (eV): 0.8
E_HOMO (eV): -7.92
Multiplicity: 1

Each line ends with the natural charge from an NBO analysis.
Positions of all 17 atoms, in Å:
1 C 0.00863 -0.49626 -3.39131  -0.4008
2 C -0.78860 -0.62634 -2.33795  -0.2137
3 C -0.32586 -0.38344 -0.93759  -0.3933
4 C -0.87770 -0.32360 0.26777  0.3826
5 C -0.13184 -0.23838 1.50991  -0.6528
6 O -2.23348 -0.40890 0.53212  -0.7092
7 H -0.06267 -0.87075 -4.47725  0.2063
8 H 0.79303 0.22064 -3.31857  0.1859
9 H -1.93523 -0.44576 -2.58274  0.2031
10 H 0.56852 0.20996 -0.93337  0.2039
11 H -0.40839 0.70556 1.90161  0.2283
12 H 0.96529 -0.33568 1.19822  0.2313
13 H -0.44922 -1.06855 2.16087  0.2361
14 H -2.82152 -0.73050 -0.20804  0.4907
15 O 2.29260 1.32152 3.47470  -0.9296
16 H 2.80295 1.42031 4.23896  0.4639
17 H 2.60348 2.05016 2.90266  0.4673

=====

Name the most stable of them. ii).

=====

i) Formula: C5H10O2
Source: the Open Molecules 2025 dataset
Level of theory: the ωB97M-V functional and the def2-TZVPD basis

LUMO energy (eV): 1.0
E_HOMO (eV): -9.57
Multiplicity: 1

Each line ends with the natural charge from an NBO analysis.
Positions of all 17 atoms, in Å:
1 C 1.96764 -0.08421 -0.68584  -0.6567
2 C 0.77844 0.26441 0.23336  0.0813
3 O 0.06012 1.20862 -0.55695  -0.5317
4 C -1.26105 1.34103 -0.08407  -0.0709
5 C -1.60368 -0.02264 0.51254  -0.4640
6 C -0.34094 -0.89945 0.54682  0.0556
7 O -0.14032 -1.93482 -0.40064  -0.7317
8 H 2.53586 0.82772 -0.91601  0.2402
9 H 1.61923 -0.45129 -1.66014  0.2221
10 H 2.66770 -0.79894 -0.24440  0.2107
11 H 1.16425 0.76522 1.13373  0.1757
12 H -1.90639 1.63291 -0.91554  0.1928
13 H -1.31176 2.13896 0.67818  0.1617
14 H -1.86659 0.11181 1.56934  0.2072
15 H -2.38817 -0.61908 0.05128  0.2309
16 H -0.76625 -1.55588 1.38688  0.2013
17 H 0.79190 -1.92436 -0.64853  0.4755

=====

ii) Formula: C5H10O2
Source: the Open Molecules 2025 dataset
Level of theory: the ωB97M-V functional and the def2-TZVPD basis

LUMO energy (eV): 1.0
E_HOMO (eV): -9.64
Multiplicity: 1

Each line ends with the natural charge from an NBO analysis.
Positions of all 17 atoms, in Å:
1 C 2.01635 1.12069 -0.63114  -0.2455
2 O 0.70978 0.88956 -0.16560  -0.5301
3 C 0.29680 -0.43711 -0.32295  0.0558
4 C 0.30945 -1.33834 0.92302  -0.0906
5 O -1.09641 -1.59414 0.79422  -0.5302
6 C -1.22714 -0.63258 -0.27321  0.0927
7 C -2.02737 0.59874 0.09663  -0.6333
8 H 2.75154 0.46251 -0.14403  0.1656
9 H 2.07477 0.96369 -1.71794  0.1660
10 H 2.26515 2.16032 -0.40809  0.1964
11 H 0.76817 -0.89317 -1.20440  0.1729
12 H 0.54526 -0.78577 1.84106  0.1776
13 H 0.90558 -2.25882 0.88207  0.1755
14 H -1.65317 -1.11326 -1.16335  0.1726
15 H -2.02352 1.30019 -0.74525  0.2170
16 H -3.06265 0.32634 0.32390  0.2180
17 H -1.59202 1.10912 0.96016  0.2196

=====

Name the most stable of them. ii).

=====

i) Formula: C3H10NS
Source: the Open Molecules 2025 dataset
Level of theory: the ωB97M-V functional and the def2-TZVPD basis

LUMO energy (eV): -4.1
Total charge: +1
E_HOMO (eV): -14.66
Multiplicity: 1

Each line ends with the natural charge from an NBO analysis.
Positions of all 15 atoms, in Å:
1 C -0.83671 -0.30245 -2.16794  0.0907
2 N 0.15749 0.41609 -1.79965  -0.6200
3 H -1.11275 -1.18192 -1.62001  0.2058
4 H -1.42888 0.01439 -3.05618  0.2168
5 H 0.29920 1.27110 -2.36262  0.4066
6 H 0.94424 0.25591 -0.76150  0.2949
7 C -0.76357 -0.52227 1.20446  -0.6442
8 C 0.61788 0.08771 1.69495  -0.5274
9 S 1.94832 0.03512 0.42467  0.2031
10 H -0.70049 -1.42866 0.57033  0.2107
11 H -1.40211 0.21545 0.61654  0.2188
12 H -1.36451 -0.88881 2.06472  0.2585
13 H 0.52154 1.11783 2.11498  0.2547
14 H 1.00886 -0.48556 2.58222  0.2547
15 H 2.11147 1.39607 0.49502  0.1763

=====

ii) Formula: C3H10NS
Source: the Open Molecules 2025 dataset
Level of theory: the ωB97M-V functional and the def2-TZVPD basis

LUMO energy (eV): -3.6
Total charge: +1
E_HOMO (eV): -13.43
Multiplicity: 1

Each line ends with the natural charge from an NBO analysis.
Positions of all 15 atoms, in Å:
1 C 0.45846 0.03804 -1.88737  -0.0843
2 C 0.98171 1.10676 -1.29310  -0.3231
3 N -0.07641 -1.08457 -1.07810  -0.7172
4 H 0.42657 -0.11953 -2.95831  0.2415
5 H 1.06709 2.04072 -1.82715  0.2510
6 H 1.21809 1.13062 -0.23953  0.2281
7 H 0.10110 -0.88935 -0.06767  0.4561
8 H -1.10127 -1.14610 -1.19801  0.4469
9 H 0.33220 -1.96405 -1.41137  0.4501
10 C -1.00640 0.18900 1.75856  -0.7696
11 S 0.62305 -0.56919 2.02057  -0.0832
12 H -1.78507 -0.59268 1.61437  0.2354
13 H -1.31987 0.73051 2.66523  0.2716
14 H -0.94397 0.87361 0.89610  0.2082
15 H 1.02472 0.25622 3.00580  0.1886

=====

Name the most stable of them. ii).

=====

i) Formula: C3H10NS
Source: the Open Molecules 2025 dataset
Level of theory: the ωB97M-V functional and the def2-TZVPD basis

LUMO energy (alpha / beta) (eV): -4.2 / -4.2
Total charge: +1
E_HOMO (alpha / beta) (eV): -12.79 / -12.80
Multiplicity: 1

Each line ends with the natural charge from an NBO analysis.
Positions of all 15 atoms, in Å:
1 C 1.71252 -0.62214 -0.42514  -0.6427
2 C -1.54104 -1.12854 -0.05158  -0.5089
3 C 0.55294 0.08321 0.33028  -0.0913
4 N 0.13769 1.41768 -0.17820  -0.7550
5 S -2.64424 0.21042 -0.13088  0.1244
6 H 1.13570 -0.66992 -1.37367  0.2063
7 H 1.81376 -1.57670 0.04706  0.2562
8 H 2.52597 -0.00005 -0.38566  0.2226
9 H -1.06334 -1.53664 -0.95675  0.2654
10 H -1.61998 -1.45772 0.98063  0.2544
11 H 0.76327 0.24236 1.42593  0.1910
12 H -0.87723 1.40010 -0.63125  0.4183
13 H 0.76914 1.60838 -0.94168  0.4416
14 H 0.15018 1.93714 0.69288  0.4571
15 H -2.63738 0.49020 1.24382  0.1606

=====

ii) Formula: C3H10NS
Source: the Open Molecules 2025 dataset
Level of theory: the ωB97M-V functional and the def2-TZVPD basis

LUMO energy (alpha / beta) (eV): -4.2 / -4.2
Total charge: +1
E_HOMO (alpha / beta) (eV): -13.29 / -13.29
Multiplicity: 1

Each line ends with the natural charge from an NBO analysis.
Positions of all 15 atoms, in Å:
1 C -3.23713 -0.10811 -0.52132  -0.6882
2 C 2.25678 -0.31888 -0.49398  -0.4473
3 C -1.90120 0.51631 -0.52822  -0.1746
4 N 1.94363 0.90114 0.27576  -0.7316
5 S -0.98155 0.40169 0.81337  0.0357
6 H -3.80110 0.28159 -1.28392  0.2368
7 H -2.86136 -1.17708 -0.84237  0.2716
8 H -3.80819 -0.16156 0.43994  0.2702
9 H 1.61643 -0.58674 -1.30604  0.2409
10 H 3.16165 -0.14522 -0.98402  0.2282
11 H 2.38608 -1.27151 0.07062  0.2493
12 H -1.58874 1.13016 -1.43724  0.2301
13 H 2.17479 1.72323 -0.28214  0.4262
14 H 2.54391 1.01144 1.12744  0.4423
15 H 0.84140 1.07745 0.48092  0.4105

=====

Name the most stable of them. ii).

=====

i) Formula: C4H7NO
Source: the Open Molecules 2025 dataset
Level of theory: the ωB97M-V functional and the def2-TZVPD basis

LUMO energy (eV): 1.0
E_HOMO (eV): -9.74
Multiplicity: 1

Each line ends with the natural charge from an NBO analysis.
Positions of all 13 atoms, in Å:
1 C -1.23885 0.86666 0.62146  -0.6075
2 C -0.23380 -0.28320 0.45674  -0.3218
3 C 0.07271 -0.73202 -1.00102  -0.2042
4 N 1.46410 -0.59341 -0.67591  -0.6321
5 C 1.25805 0.01457 0.56249  0.6904
6 O 1.97727 0.53609 1.34628  -0.5640
7 H -2.28768 0.53511 0.50926  0.2166
8 H -1.12531 1.28866 1.62983  0.2270
9 H -1.02479 1.64790 -0.13480  0.2069
10 H -0.51027 -1.14934 1.03432  0.2252
11 H -0.24777 -1.79363 -1.32058  0.1858
12 H -0.34177 -0.03563 -1.73880  0.1821
13 H 2.23812 -0.30177 -1.28926  0.3955

=====

ii) Formula: C4H7NO
Source: the Open Molecules 2025 dataset
Level of theory: the ωB97M-V functional and the def2-TZVPD basis

LUMO energy (eV): 0.6
E_HOMO (eV): -8.86
Multiplicity: 1

Each line ends with the natural charge from an NBO analysis.
Positions of all 13 atoms, in Å:
1 C -1.72876 -0.44055 0.38620  -0.6167
2 C -0.31281 -0.46080 -0.14906  -0.1516
3 C -0.00126 0.22066 -1.43807  -0.2769
4 N 0.49459 0.71681 0.22474  -0.5708
5 C 1.86470 0.59278 0.50643  0.5463
6 O 2.42607 -0.43745 0.77653  -0.5362
7 H -1.74727 -0.52695 1.47856  0.2160
8 H -2.28593 -1.28349 -0.03797  0.2229
9 H -2.23682 0.48184 0.08431  0.2195
10 H 0.25150 -1.35765 0.11420  0.2275
11 H 0.94171 -0.19887 -1.82979  0.1428
12 H 0.13496 1.51079 -0.37002  0.4486
13 H 2.37096 1.56850 0.49252  0.1285

=====

iii) Formula: C4H7NO
Source: the Open Molecules 2025 dataset
Level of theory: the ωB97M-V functional and the def2-TZVPD basis

LUMO energy (eV): 1.2
E_HOMO (eV): -9.58
Multiplicity: 1

Each line ends with the natural charge from an NBO analysis.
Positions of all 13 atoms, in Å:
1 C -1.75209 -0.33486 -0.05130  -0.2544
2 N -1.25598 0.96654 0.39335  -0.5783
3 C -0.54834 0.26547 -0.66761  -0.1202
4 C 0.77738 -0.39326 -0.42709  0.0452
5 C 1.84465 0.21128 0.37111  -0.1113
6 O 1.02794 -0.83106 0.89879  -0.4994
7 H -1.58509 -1.18117 0.61225  0.2013
8 H -2.70497 -0.32731 -0.57374  0.1974
9 H -0.77629 0.83968 1.28231  0.3553
10 H -0.63856 0.73308 -1.64725  0.2052
11 H 1.06784 -1.10756 -1.20097  0.1888
12 H 2.88201 -0.06435 0.18145  0.1856
13 H 1.69369 1.19050 0.82375  0.1848

=====

iv) Formula: C4H7NO
Source: the Open Molecules 2025 dataset
Level of theory: the ωB97M-V functional and the def2-TZVPD basis

LUMO energy (alpha / beta) (eV): 0.4 / 0.4
E_HOMO (alpha / beta) (eV): -7.51 / -7.52
Multiplicity: 1

Each line ends with the natural charge from an NBO analysis.
Positions of all 13 atoms, in Å:
1 C -1.72182 -0.26747 -0.07258  -0.1324
2 N -1.81939 0.98085 0.49787  -0.5202
3 C -0.59172 0.76666 -0.33213  -0.2189
4 C 0.56021 0.17000 0.12062  0.3196
5 C 1.99050 0.05045 0.16739  -0.1262
6 O 1.08233 -0.36896 1.23959  -0.4413
7 H -1.46614 -1.07682 0.63602  0.1582
8 H -0.79685 -1.35402 -1.34230  0.0415
9 H -1.72299 1.04021 1.51207  0.3523
10 H -0.57099 1.27676 -1.28728  0.2427
11 H -0.03643 -1.40925 -1.22398  -0.0788
12 H 2.53711 -0.75848 -0.31478  0.2063
13 H 2.55620 0.95007 0.39949  0.1974

=====

Name the most stable of them. i).